1.
Formula: C12H39BrNO11
Source: the OMol25 dataset
Level of theory: ωB97M-V/def2-TZVPD

Structure (XYZ):
```
64
Properties=species:S:1:pos:R:3:mulliken_charge:R:1
H 36.721 5.831 -35.534 0.210
H 39.151 2.452 -40.043 0.289
C 40.594 -2.370 -32.562 -0.317
H 36.445 -7.036 -35.871 0.317
C 34.135 -1.569 -32.277 -0.406
H 36.759 -4.460 -37.393 0.312
H 37.016 4.246 -32.889 0.216
C 35.924 -6.654 -33.365 -0.762
H 36.784 -5.449 -35.414 0.355
H 40.236 3.838 -40.265 0.235
H 35.376 -0.394 -33.427 0.296
C 39.560 3.344 -39.568 -0.343
O 40.551 -0.097 -31.695 -0.491
H 34.814 -4.618 -36.490 0.266
O 38.011 6.532 -34.087 -0.509
O 34.706 -0.285 -32.748 -0.521
H 37.713 7.160 -33.424 0.310
H 34.813 -2.402 -32.461 0.240
H 35.964 3.742 -34.255 0.317
H 32.227 -2.539 -34.749 0.266
C 35.938 -6.103 -35.623 -0.877
C 32.780 -1.757 -32.991 -0.285
O 33.020 -2.131 -34.394 -0.503
H 39.027 -0.876 -32.633 0.248
H 38.056 -1.532 -39.965 0.328
H 37.821 4.517 -40.108 0.297
H 32.152 -0.868 -32.932 0.264
H 41.192 -0.271 -31.003 0.295
H 32.246 -2.610 -32.573 0.326
H 34.705 -7.416 -37.988 0.309
C 39.783 -1.203 -31.919 -0.346
Br 37.849 -0.661 -36.592 -0.909
H 40.449 -2.009 -34.501 0.306
H 34.678 -0.069 -37.157 0.312
C 34.233 -6.533 -37.558 -1.297
H 33.288 -0.420 -36.671 0.315
H 39.029 6.220 -39.337 0.277
C 38.394 4.280 -39.212 -0.309
H 33.936 -1.525 -31.206 0.305
C 36.850 5.781 -34.453 -0.430
O 33.766 -0.118 -37.443 -0.649
C 36.868 4.280 -33.969 -0.266
H 35.570 -4.681 -38.425 0.281
H 39.906 2.024 -38.277 0.320
H 36.748 -7.311 -33.646 0.325
N 36.200 -5.185 -37.818 -0.806
H 41.435 -2.696 -31.950 0.320
H 36.474 -5.839 -32.895 0.267
H 39.205 -1.517 -31.050 0.281
H 39.863 -3.174 -32.646 0.193
O 41.156 -2.087 -33.857 -0.511
H 36.013 6.285 -33.969 0.361
O 40.284 2.890 -38.444 -0.503
O 38.887 5.543 -38.672 -0.521
H 37.107 -1.885 -41.091 0.297
H 33.420 -6.745 -36.865 0.332
H 37.790 2.870 -34.974 0.291
H 33.690 -5.975 -38.320 0.396
O 38.018 -1.651 -40.914 -0.642
H 35.312 -7.133 -32.601 0.285
O 38.025 3.722 -34.600 -0.508
C 35.232 -5.556 -36.856 0.628
O 35.102 -6.409 -34.527 -0.326
H 37.645 3.836 -38.556 0.250
```

Results
Charge = -1



2.
Formula: C12H39BrNO13
Source: the OMol25 dataset
Level of theory: ωB97M-V/def2-TZVPD

Structure (XYZ):
```
66
Properties=species:S:1:pos:R:3:mulliken_charge:R:1
H -2.812 -0.370 -2.344 0.498
H 2.466 -3.790 -3.267 0.378
O 3.066 -4.403 -3.722 -0.684
C 1.368 -1.499 -2.937 0.424
H -1.315 -2.048 -1.393 0.151
H -1.498 2.386 -1.743 0.340
H 2.608 4.341 4.037 0.314
O 2.686 3.434 3.723 -0.633
C -1.117 -1.143 0.601 0.733
H 1.277 0.518 0.636 0.517
O 0.851 -2.442 -2.281 -0.674
C -2.839 1.026 -0.743 -0.909
O 0.146 -3.399 2.596 -0.537
C 2.261 -0.423 -2.262 -0.336
H -2.586 -4.776 -0.991 0.294
O -5.014 -4.817 3.019 -0.627
C -2.138 -0.087 -1.537 -0.915
H 2.173 4.278 -0.089 0.377
H 0.737 -1.446 1.563 0.546
H -3.045 3.136 -1.301 0.369
C 0.109 4.231 -0.434 0.897
C 0.390 -1.411 0.537 -0.876
C -2.267 2.452 -0.980 -0.503
H -2.872 0.845 0.331 0.640
O 4.202 4.729 -2.238 -0.607
H 3.019 0.148 -0.529 0.554
H -5.767 -5.130 3.531 0.303
O 1.250 -1.378 -4.155 -0.754
H 4.811 4.301 -2.846 0.297
C -1.839 -1.368 -0.734 -0.519
H 0.646 3.407 3.362 0.235
H 3.632 3.303 3.611 0.295
O 0.175 4.583 -1.591 -0.561
H -5.394 -4.218 2.367 0.331
H 0.316 0.266 -0.794 -0.277
H -2.393 -2.932 3.033 0.272
H -2.795 -1.836 -0.512 0.450
H 3.572 5.180 -2.811 0.309
C 1.316 3.788 0.344 -0.567
O -0.309 3.523 3.444 -0.581
C -1.704 2.963 0.338 -0.571
H 5.487 -1.439 -0.329 0.298
H -1.244 -0.142 1.012 0.400
H 0.027 -3.798 3.465 0.268
N 2.318 -0.521 -0.826 -0.461
H -0.969 2.247 0.703 0.189
O -3.203 -2.655 3.477 -0.633
H 3.997 -1.449 -0.001 0.434
H 1.199 4.024 1.393 0.351
H 1.373 2.706 0.262 -0.211
H 0.638 -2.361 0.081 0.528
O -2.871 -4.119 -1.633 -0.623
H -1.234 0.254 -2.036 0.301
H -3.473 -3.427 3.984 0.293
H 0.930 -3.830 2.238 0.279
H -2.398 -4.351 -2.439 0.307
H -2.524 3.090 1.032 0.414
O -1.100 4.276 0.229 -0.410
H -1.529 -1.842 1.323 -1.253
H -3.877 1.057 -1.071 0.363
H 2.475 -5.036 -4.135 0.282
Br 1.836 1.399 -2.934 -0.150
O 4.873 -1.600 0.393 -0.719
H -0.418 4.428 3.749 0.302
C 1.050 -0.208 -0.148 -0.449
H 3.262 -0.625 -2.626 0.510
```

Results
Charge = -1



3.
Formula: C12H39N10O7Sn
Source: the OMol25 dataset
Level of theory: ωB97M-V/def2-TZVPD

Structure (XYZ):
```
69
Properties=species:S:1:pos:R:3:mulliken_charge:R:1
H 1.181 -1.912 5.640 0.307
H 3.250 3.578 -4.467 0.199
O -0.227 4.542 1.247 -0.282
H -1.648 -2.332 4.418 0.316
H -1.342 1.242 5.080 0.251
H -3.529 -4.905 -0.247 0.149
C -4.478 -6.223 0.882 0.706
N -3.458 -5.814 0.188 -0.399
H -1.103 -4.371 5.792 0.363
H 0.888 -3.151 3.153 0.294
H -5.351 -4.475 0.255 0.170
C 1.158 8.058 1.860 -1.574
C 4.855 -4.013 -2.610 0.625
C 1.084 6.567 1.722 0.589
O -4.489 -7.254 1.523 -0.656
O 4.373 3.206 -6.647 -0.686
C -0.600 -2.616 4.511 0.569
C -3.845 -1.356 -3.992 0.713
C -0.097 5.922 0.986 -0.752
H 5.658 -2.413 -3.620 0.199
H 3.047 6.780 1.292 0.285
N -5.417 -5.315 0.811 -0.402
O 5.828 -4.670 -2.357 -0.625
N -2.783 -0.948 -4.604 -0.333
N 3.236 1.318 -6.479 -0.343
H 4.026 -2.261 -3.123 0.096
H -2.172 4.406 0.434 0.308
O 1.311 -0.655 -2.338 -0.616
H -1.015 6.435 1.272 0.403
Sn 3.305 1.088 1.558 1.266
H -1.949 -0.776 -4.062 0.173
H -0.553 -3.132 2.602 0.266
C -1.219 3.880 0.490 -0.754
H -0.829 3.763 -0.521 0.328
H -2.814 -0.827 -5.606 0.147
N 4.849 -2.842 -3.193 -0.323
H 0.698 -1.181 -1.789 0.286
H -0.001 6.130 -0.080 0.311
H 3.095 -3.405 -2.281 0.135
H -6.276 -5.660 1.214 0.224
C 0.121 -1.685 5.529 -0.825
O -0.032 -0.245 5.176 -0.347
H -0.705 -4.679 4.130 0.410
H -5.734 -1.566 -4.849 0.193
H 2.218 6.547 0.073 0.275
N 0.050 -2.589 3.203 -0.706
H 1.244 8.592 0.913 0.368
H -2.106 -0.171 4.608 0.301
N 3.687 -4.200 -2.086 -0.303
C 3.700 2.391 -6.011 0.686
H 3.392 -5.078 -1.684 0.206
H -1.411 2.913 0.955 0.231
H 2.710 1.849 -4.496 0.109
N -4.767 -1.283 -4.915 -0.341
C -1.368 0.181 5.329 -0.735
H 2.833 0.714 -5.776 0.132
C -0.458 -4.040 4.978 -1.491
H 0.365 8.487 2.472 0.374
H 3.479 1.068 -7.427 0.221
N 2.288 6.176 1.010 -0.705
H 2.071 8.365 2.370 0.426
N 3.179 2.658 -4.878 -0.318
H -1.699 0.042 6.358 0.312
H -0.314 -1.752 6.526 0.379
H -2.662 -6.435 0.156 0.212
H -4.450 -0.975 -5.823 0.122
O -3.935 -1.744 -2.831 -0.670
H 1.088 6.207 2.751 0.193
H 0.571 -4.151 5.320 0.360
```

Results
Energy relative to the best compared isomer or geometry (same formula, charge and spin) = 971.2 kJ/mol
Charge = +1



4.
Formula: C12H39O15P3
Source: the OMol25 dataset
Level of theory: ωB97M-V/def2-TZVPD

Structure (XYZ):
```
69
Properties=species:S:1:pos:R:3:mulliken_charge:R:1
O -4.193 -1.674 5.123 -0.729
P 4.748 -4.751 1.108 0.958
H -2.078 -2.315 1.205 0.252
H 3.266 5.495 0.106 0.266
O 0.829 1.037 -1.539 -0.459
H -2.460 4.834 -3.090 0.333
H 3.362 6.423 -1.427 0.282
H -4.311 1.741 4.985 0.284
H -0.236 2.878 1.202 0.206
H 3.660 -2.203 1.502 0.322
O -5.371 -1.938 2.920 -0.321
O 3.737 -4.977 2.118 -0.654
H 4.568 -7.579 -1.162 0.254
H -2.110 -0.473 1.390 0.277
C -4.646 2.398 -0.506 -0.783
C 0.523 0.593 -2.786 -0.553
H 4.529 -1.447 0.084 0.224
H -5.348 3.231 -0.471 0.393
C 4.067 -2.342 0.500 -0.654
H -2.424 3.352 -2.343 0.272
H 3.924 0.318 -8.213 0.254
O 6.102 -5.352 1.685 -0.294
H 1.852 5.986 -0.837 0.160
H -4.357 -3.774 2.757 0.327
H -5.722 1.892 3.953 0.268
O -4.462 0.357 3.513 -0.067
C -0.784 3.764 1.524 -0.606
O 4.618 -5.559 -0.277 -0.310
O 5.098 -3.262 0.681 -0.287
C -5.297 -3.291 2.492 -0.707
O -3.467 4.882 -1.192 -0.398
P -2.969 4.359 0.264 0.756
H -5.699 0.680 5.223 0.319
C 6.329 -5.341 3.082 -0.664
O -2.748 -1.451 2.958 -0.311
H -0.043 4.447 1.938 0.253
C -2.605 -1.429 1.560 -0.629
H 7.387 -5.568 3.209 0.257
H 5.640 -5.942 3.675 0.287
C 2.870 5.603 -0.904 -0.489
H 3.207 -2.751 -0.030 0.307
H 3.839 1.204 -6.693 0.225
C 3.303 0.507 -7.338 -0.507
O -1.316 4.244 0.313 -0.080
H 4.625 -7.465 0.619 0.278
H 1.230 1.909 -1.565 0.270
H -5.475 -3.421 1.424 0.272
H 3.200 -0.394 -6.733 0.214
H -0.185 -0.232 -2.718 0.248
H 1.446 0.334 -3.304 0.250
H -6.112 -3.825 2.981 0.287
H -5.110 1.598 0.072 0.255
H 3.202 -6.917 -0.235 0.265
H 2.033 1.972 -7.615 0.312
P -4.169 -1.218 3.738 0.899
H 0.083 1.392 -3.383 0.233
H 6.183 -4.349 3.509 0.302
O 2.102 1.026 -7.766 -0.498
H -1.548 3.471 2.243 0.313
C -3.062 4.233 -2.408 -0.756
O 2.891 4.362 -1.651 -0.497
H -3.577 -1.248 1.101 0.301
H 3.717 3.874 -1.651 0.287
O -3.576 5.171 1.359 -0.698
O -3.470 2.841 0.129 -0.075
C 4.289 -6.978 -0.296 -0.589
H -3.864 3.921 -3.077 0.351
H -4.580 1.960 -1.502 0.272
C -5.085 1.174 4.469 -0.730
```

Results
Energy relative to the best compared isomer or geometry (same formula, charge and spin) = 323.5 kJ/mol
Charge = 0
Structure (SMILES) = COP(=O)(OC)OC.COP(=O)(OC)OC.COP(=O)(OC)OC.CO.CO.CO



| no. | frontier orbital gap (eV) | calculated total energy (eV) |
| --- | --- | --- |
| 1 | 7.4 | -107130.357 |
| 2 | 6.9 | -111228.593 |
| 3 | 2.7 | -48125.645 |
| 4 | 10.5 | -71658.543 |